Molecular formula: C24H27F6IN3O18
Method: DFT, ωB97M-V/def2-TZVPD

Geometry as XYZ:
```
79
Properties=species:S:1:pos:R:3:forces:R:3
C 0.38859 -2.05036 -1.32372 0.9 -1.7 0.5
N 0.98532 -0.66396 -1.49034 -3.8 1.0 -0.3
N 2.30430 -0.62798 -1.48420 1.3 4.2 -0.3
C 2.90690 0.63114 -1.59679 -2.1 1.1 -0.3
I 5.10081 0.73053 -1.58995 -2.0 -0.3 0.0
C 2.14748 2.00096 -1.75456 -3.6 -4.0 0.3
C 0.58124 1.84650 -1.77515 3.7 -3.1 0.4
C 0.02653 0.37165 -1.63512 2.5 2.9 -0.2
C -1.55890 0.17630 -1.66776 -0.3 0.2 0.1
N -2.10093 0.10882 -3.08306 0.5 0.0 1.4
H -0.49591 -2.05278 -0.60897 1.1 0.3 -1.1
H 0.16791 -2.53639 -2.33584 0.2 1.0 1.4
H 1.19541 -2.70812 -0.83310 -1.1 1.2 -0.8
H 2.67174 2.99959 -1.86023 -0.7 -1.6 0.2
H -0.11814 2.73762 -1.86420 1.0 -1.3 0.1
H -1.94703 -0.68341 -1.03207 1.0 1.1 -0.5
H -2.01639 1.13446 -1.22246 1.0 -1.4 -0.5
H -1.88192 -0.80397 -3.50517 -0.4 0.5 0.3
H -3.12388 0.21900 -2.96833 0.8 -0.3 -0.5
C 0.46997 -2.47268 3.94310 0.2 0.2 1.2
C 0.96375 -3.31228 2.81167 0.3 -0.4 0.3
O -0.12398 -3.30277 1.90292 -0.3 0.8 -0.1
C -0.75706 -2.11627 2.11009 -0.6 0.5 0.1
O -1.55128 -1.63629 1.34696 0.5 -0.2 0.2
O -0.37302 -1.53525 3.27866 -0.4 -0.4 -1.1
F 1.18033 -4.58899 3.21298 0.0 -0.1 0.0
H -0.12009 -3.04158 4.66778 0.0 -0.2 -0.3
H 1.27945 -1.96932 4.46877 -0.4 0.0 -0.2
H 1.85404 -2.92269 2.32057 -0.2 -0.2 0.1
C 4.93170 -7.04783 2.36535 0.0 -1.0 -0.3
C 5.24235 -6.14453 3.51626 0.7 0.0 0.4
O 4.94136 -4.85970 3.00548 -0.6 -0.2 -0.2
C 3.96312 -5.05691 2.07910 -0.7 0.4 -0.7
O 3.27410 -4.18493 1.63619 1.0 -0.6 -0.1
O 3.85997 -6.36522 1.72526 0.0 0.9 0.3
F 6.55860 -6.18740 3.82822 0.0 0.1 0.1
H 5.76829 -7.14508 1.66798 0.1 0.1 0.2
H 4.62655 -8.04383 2.68786 -0.2 0.2 -0.1
H 4.64366 -6.33345 4.41161 0.2 0.1 0.0
C 6.08477 -0.61737 2.54200 0.6 0.6 -0.8
C 6.38345 -1.76420 3.45498 0.6 -0.1 0.5
O 5.25228 -1.79487 4.30713 -0.5 0.1 -0.8
C 4.22716 -1.30059 3.55941 -0.9 0.0 0.2
O 3.06722 -1.41541 3.82764 1.1 0.2 -0.1
O 4.67149 -0.65931 2.44963 -0.3 -0.4 0.4
F 7.48438 -1.51911 4.20240 0.0 -0.1 0.0
H 6.39244 0.34587 2.95824 0.1 -0.2 0.2
H 6.54451 -0.73868 1.56032 -0.2 0.0 0.0
H 6.48753 -2.72779 2.94851 0.1 0.0 0.2
C 1.53668 6.63014 -4.26954 0.1 0.8 -0.6
C 1.90293 5.18254 -4.18377 0.8 -0.2 -0.1
O 1.31385 4.77341 -2.96297 -0.4 0.2 -0.4
C 0.22867 5.57963 -2.79702 -1.0 0.5 0.7
O -0.65260 5.35263 -2.02534 0.4 -0.1 -0.4
O 0.27130 6.66126 -3.61813 0.0 -0.8 0.4
F 3.24424 5.02246 -4.08988 0.0 -0.2 0.0
H 2.23743 7.27521 -3.73259 0.1 -0.2 0.0
H 1.45746 6.97940 -5.29952 -0.2 0.0 0.2
H 1.51379 4.57076 -5.00266 0.2 -0.1 0.1
C -3.81178 3.84599 -2.89386 0.7 0.9 0.4
C -4.46994 3.27560 -4.10225 0.2 -0.5 -0.5
O -5.52284 2.50382 -3.55906 0.0 0.5 0.2
C -5.86070 3.11958 -2.39212 -1.1 -0.1 1.0
O -6.87482 2.91690 -1.79464 0.9 0.1 -0.5
O -4.90082 3.99869 -1.99349 -0.4 -0.4 -0.3
F -3.61814 2.45511 -4.76032 0.0 -0.1 -0.3
H -3.07201 3.16805 -2.45799 -0.1 -0.1 -0.2
H -3.33262 4.80471 -3.09614 -0.1 0.0 0.2
H -4.87849 4.01822 -4.79334 0.1 -0.1 -0.1
C -7.69696 1.57806 0.99299 0.0 0.8 -0.7
C -7.31036 0.13632 1.08443 0.5 -0.2 0.3
O -7.89378 -0.27745 2.30247 -0.3 0.2 -0.5
C -8.99410 0.51229 2.46636 -1.3 0.1 1.1
O -9.87800 0.27985 3.23383 0.8 0.2 -0.6
O -8.96278 1.59529 1.63987 0.1 -0.7 0.3
F -5.96324 -0.00311 1.18113 0.2 -0.2 -0.1
H -7.00626 2.23472 1.52970 0.1 -0.2 0.0
H -7.77793 1.92247 -0.03856 -0.2 0.0 0.2
H -7.68837 -0.48369 0.26637 0.2 -0.1 0.0
```
Positions in Å, forces in eV/Å.

As for the total charge: +1. Its HOMO-LUMO gap is 7.76 eV. Its spin multiplicity is 1. As for the HOMO energy: -12.259 eV.